[1]
# C21H40Br2NO11P2S

A cluster of 3 separate species, C21H40Br2NO11P2S in total in a non-equilibrium geometry (the ωB97M-V functional and the def2-TZVPD basis, the OMol25 dataset).

The geometry in XYZ format:
```
78
C21H40Br2NO11P2S the ωB97M-V functional and the def2-TZVPD basis
C -0.446 0.677 0.392
C -1.324 -0.375 1.235
O -2.125 0.278 2.253
C -2.186 -1.390 0.300
C -1.183 -2.627 -0.009
C -0.296 -2.566 -1.303
S -0.385 -1.158 -2.527
C 0.709 -3.739 -1.573
C 1.707 -3.815 -2.805
O 2.292 -2.742 -3.139
O 2.034 -4.988 -3.531
C 0.708 -4.906 -0.530
Br 1.840 -6.511 -0.654
C -0.251 -4.813 0.705
N -1.143 -3.700 0.955
Br -2.186 -3.743 2.530
H -0.944 1.008 -0.584
H -0.103 1.572 1.036
H 0.515 0.115 0.078
H -0.581 -1.059 1.810
H -1.468 0.839 2.741
H -2.474 -0.929 -0.710
H -3.163 -1.731 0.790
H 0.893 -0.616 -2.586
H 3.025 -4.946 -3.615
H -0.265 -5.665 1.476
O 3.120 -1.803 1.458
P 4.195 -2.374 2.395
O 4.991 -0.944 2.658
C 4.407 -0.040 3.590
C 4.468 -0.570 5.011
O 5.112 -2.976 1.147
C 4.578 -3.206 -0.149
C 4.806 -2.000 -1.042
O 5.295 -3.102 3.488
C 6.489 -3.780 3.103
C 7.590 -2.839 2.648
H 3.373 0.175 3.298
H 4.971 0.895 3.527
H 3.841 -1.461 5.122
H 4.115 0.181 5.720
H 5.488 -0.858 5.276
H 3.522 -3.487 -0.100
H 5.108 -4.067 -0.570
H 4.430 -1.078 -0.592
H 4.321 -2.136 -2.011
H 5.878 -1.852 -1.204
H 6.275 -4.553 2.363
H 6.842 -4.311 3.993
H 7.293 -2.218 1.802
H 8.477 -3.405 2.355
H 7.860 -2.155 3.457
O -3.175 5.574 -2.334
P -4.416 5.178 -1.525
O -4.081 3.552 -1.462
C -3.108 3.130 -0.515
C -3.598 3.292 0.912
O -5.417 5.202 -2.849
C -5.087 5.901 -4.044
C -4.400 4.976 -5.032
O -5.790 4.853 -0.553
C -7.104 4.635 -1.060
C -7.272 3.280 -1.722
H -2.175 3.682 -0.672
H -2.906 2.074 -0.712
H -3.728 4.350 1.162
H -2.884 2.864 1.618
H -4.567 2.807 1.049
H -4.491 6.792 -3.834
H -6.026 6.255 -4.481
H -3.535 4.473 -4.591
H -4.067 5.528 -5.914
H -5.089 4.189 -5.350
H -7.408 5.454 -1.715
H -7.777 4.679 -0.198
H -6.583 3.127 -2.554
H -8.290 3.166 -2.101
H -7.072 2.481 -1.003
```

## Properties
E_HOMO: -11.4032 eV
orbital gap: 0.2220 Ha
2S+1: 1
charge: +1

[2]
# H9O4

A cluster of 4 separate species, H9O4 in total in a non-equilibrium geometry (the ωB97M-V functional and the def2-TZVPD basis, the OMol25 dataset).

The geometry in XYZ format:
```
13
H9O4 the ωB97M-V functional and the def2-TZVPD basis
O 0.830 -0.947 2.775
H 1.377 -1.710 3.010
H 0.732 -0.444 3.596
O -0.691 -1.128 -1.772
H -0.906 -1.929 -2.248
H -0.552 -0.485 -2.476
O 0.572 2.982 -1.762
H 1.015 3.541 -2.408
H 0.770 3.535 -0.996
O -0.767 -0.915 0.693
H -0.940 -1.115 -0.309
H -0.833 0.028 0.896
H -0.173 -1.120 1.479
```

## Properties
energy above the lowest of the compared OMol25 structures with the same formula, charge and spin: 29.09 kcal/mol
E_HOMO: -14.5307 eV
orbital gap: 0.4084 Ha
2S+1: 1
charge: +1

[3]
# C3H8N3O

A cluster of 2 separate species, C3H8N3O in total in a non-equilibrium geometry (the ωB97M-V functional and the def2-TZVPD basis, the OMol25 dataset).

The geometry in XYZ format:
```
15
C3H8N3O the ωB97M-V functional and the def2-TZVPD basis
C -0.953 1.018 -0.724
C 2.546 0.808 0.483
C -1.345 -0.018 -0.006
N 2.039 -0.286 0.210
N 1.573 -1.295 -0.052
N -0.979 -1.385 -0.349
O -2.038 -0.030 1.144
H -0.403 0.892 -1.638
H -1.219 2.023 -0.457
H 2.950 1.437 -0.289
H 2.666 1.119 1.507
H -1.254 -1.634 -1.302
H -1.430 -2.015 0.323
H 0.183 -1.482 -0.255
H -2.335 0.848 1.407
```

## Properties
energy above the lowest of the compared OMol25 structures with the same formula, charge and spin: 78.82 kcal/mol
E_HOMO: -13.4561 eV
orbital gap: 0.3528 Ha
2S+1: 1
charge: +1

[4]
# C34H39BeN2O4

A structure of composition C34H39BeN2O4 in a non-equilibrium geometry (the ωB97M-V functional and the def2-TZVPD basis, the OMol25 dataset).

The geometry in XYZ format:
```
80
C34H39BeN2O4 the ωB97M-V functional and the def2-TZVPD basis
O 3.576 -5.620 -2.970
C 2.707 -6.790 -3.187
C 3.877 -7.738 -3.501
H 2.028 -6.636 -4.039
H 2.153 -7.061 -2.276
C 4.729 -6.452 -3.290
H 3.886 -8.119 -4.525
H 4.043 -8.512 -2.749
C 5.436 -6.019 -4.558
H 4.750 -5.994 -5.411
H 6.239 -6.732 -4.786
H 5.885 -5.028 -4.424
C 5.699 -6.554 -2.132
H 5.200 -6.902 -1.222
H 6.156 -5.576 -1.941
H 6.498 -7.265 -2.383
Be 0.266 1.514 0.615
C 0.679 1.006 3.223
C -0.670 0.585 3.036
C -0.650 -0.729 2.509
H -1.559 1.132 3.352
C 0.704 -1.163 2.453
C 1.527 -0.091 2.898
H 2.612 -0.122 2.992
H 0.985 1.985 3.590
H -1.523 -1.309 2.211
H 1.038 -2.167 2.204
C 1.306 3.038 0.382
C 2.450 2.264 0.785
C 2.728 1.320 -0.234
H 3.064 2.454 1.661
C 1.749 1.447 -1.251
C 0.864 2.510 -0.899
H 0.100 2.940 -1.550
H 0.953 3.940 0.883
H 3.614 0.698 -0.285
H 1.733 0.892 -2.187
O 0.919 -1.159 -0.406
C 2.189 -1.842 -0.514
C 1.911 -3.309 -0.830
H 2.759 -1.681 0.414
H 2.772 -1.383 -1.331
C 0.582 -3.225 -1.591
H 1.772 -3.853 0.116
H 2.706 -3.780 -1.410
C -0.112 -2.039 -0.908
H -0.004 -4.141 -1.538
H 0.775 -2.974 -2.644
H -0.722 -2.388 -0.053
H -0.784 -1.455 -1.552
O -2.462 0.233 -0.832
C -2.463 1.250 -0.160
N -3.572 2.051 0.121
C -3.253 3.213 0.910
C -1.800 2.936 1.233
O -1.136 3.539 2.094
N -1.383 1.855 0.517
C -3.425 4.526 0.143
C -2.306 5.250 -0.266
C -2.463 6.548 -0.767
C -3.737 7.088 -0.935
C -4.862 6.316 -0.617
C -4.708 5.032 -0.085
C -3.991 3.232 2.237
C -3.901 4.379 3.035
C -4.349 4.345 4.355
C -4.880 3.162 4.878
C -4.974 2.018 4.076
C -4.539 2.057 2.743
H -4.405 1.959 -0.465
H -1.300 4.831 -0.148
H -1.567 7.126 -1.004
H -3.855 8.107 -1.310
H -5.863 6.709 -0.762
H -5.576 4.428 0.192
H -3.418 5.267 2.620
H -4.246 5.243 4.967
H -5.223 3.133 5.916
H -5.365 1.080 4.472
H -4.577 1.169 2.105
```

## Properties
energy above the lowest of the compared OMol25 structures with the same formula, charge and spin: 7.57 kcal/mol
E_HOMO: -3.0330 eV
orbital gap: 0.1906 Ha
2S+1: 1
charge: -1